(1)
Computed, not measured: a structure of composition C3H8N5O in a non-equilibrium geometry, with the ωB97M-V functional and the def2-TZVPD basis.

The geometry in XYZ format:
```
17
Properties=species:S:1:pos:R:3:forces:R:3:mulliken_charge:R:1
C -2.63571 -0.92308 0.12578 3.324 2.241 -0.887 -0.0917
C 1.78660 -0.39096 -0.04286 -1.471 -0.755 -0.257 0.4954
C -2.57087 0.58523 0.00409 2.166 -0.493 3.095 -0.3046
N -1.55715 -1.52798 -0.13310 -1.365 -1.548 0.812 -0.6659
N 0.66122 -1.16258 -0.04919 1.309 -0.264 0.967 -0.7767
N 2.97638 -0.96501 0.09251 -0.313 -2.588 -0.182 -0.3544
N 1.62569 0.89038 -0.08651 2.987 3.716 0.754 -0.3035
N -0.50391 -0.77035 -0.52906 -0.272 0.498 -1.607 0.9603
O -1.21564 0.88036 -0.20229 0.263 -0.774 -0.979 -0.5262
H -3.50723 -1.40428 0.29424 -2.539 -1.820 0.675 0.5172
H -3.27216 0.87708 -0.69454 -1.108 0.832 -2.276 0.3314
H -2.87342 1.08499 0.94915 0.020 -0.547 -0.211 0.2896
H 2.85829 -1.99694 0.02993 0.714 1.111 0.197 0.2891
H 3.92442 -0.59644 -0.03526 -1.092 0.239 0.118 0.2420
H 0.73229 1.26712 -0.07353 -2.132 0.542 -0.057 0.2691
H 2.31101 1.59739 0.30372 -0.718 -1.646 -0.927 0.3111
H -0.54091 -0.87229 -1.58255 0.226 1.253 0.765 0.3178
```
Forces are in eV/Å.

Properties
Charge = +1
HOMO energy (spin up / spin down) = -13.91 / -13.91 eV
Total energy = -12727.5955 eV
Energy relative to the best compared isomer or geometry (same formula, charge and spin) = 218.92 kJ/mol



(2)
Computed, not measured: a structure of composition C3H8N7 in a non-equilibrium geometry, with the ωB97M-V functional and the def2-TZVPD basis.

The geometry in XYZ format:
```
18
Properties=species:S:1:pos:R:3:forces:R:3:mulliken_spin:R:1
C 2.13426 0.38710 -0.02377 -1.123 -1.747 0.561 -0.0444
C 0.55714 -1.40855 -0.06847 2.096 -1.033 1.898 0.0093
C -0.14983 1.49908 0.18272 2.823 1.879 -0.868 0.6483
N 3.21530 0.75541 0.07788 1.215 0.763 -0.291 0.1022
N 1.31623 -2.41110 -0.07429 -0.053 -0.610 -0.871 0.0763
N -1.33844 1.39574 -0.15665 -2.703 0.337 -0.004 0.6061
N -0.87786 -1.77888 0.28613 -0.263 3.665 -0.797 0.0179
N 0.55323 2.52850 0.60449 -4.892 -0.683 -1.501 0.0578
N 0.90560 -0.08727 0.11599 0.013 -2.325 -0.362 0.3286
N -1.92256 0.34242 -0.91718 0.842 1.449 -0.136 0.2270
H 2.35275 -2.41644 -0.17988 -1.254 0.720 0.022 0.0026
H -1.15333 -2.62940 -0.12430 -0.084 -1.333 -1.482 -0.0035
H -0.90570 -2.03440 1.25191 0.064 0.482 1.214 -0.0010
H 0.05461 3.38343 0.65536 -0.043 1.336 0.519 0.0192
H 1.40244 2.41122 0.99927 3.482 -0.270 1.213 -0.0043
H -1.60858 -0.83280 -0.09129 1.645 -1.936 0.333 -0.0075
H -2.84892 0.55181 -0.55988 -0.949 -0.691 -1.584 -0.0222
H -1.68633 0.34412 -1.97804 -0.815 -0.004 2.134 -0.0124
```
Forces are in eV/Å.

Properties
Charge = +1
HOMO energy (spin up / spin down) = -10.12 / -13.20 eV
Total energy = -13656.4554 eV
Spin multiplicity = 3



(3)
Computed, not measured: the ion C3H8NO with charge -1, with the ωB97M-V functional and the def2-TZVPD basis.

The geometry in XYZ format:
```
13
Properties=species:S:1:pos:R:3:forces:R:3:mulliken_charge:R:1
C -0.88897 0.60578 -0.62630 0.512 -0.105 0.129 -0.5515
C -0.08655 -0.24481 0.35773 -0.316 -0.367 0.103 -0.3730
C 1.44606 -0.30079 0.05936 -0.017 -0.035 0.021 -0.4396
O 2.05390 -1.43562 0.41305 -0.069 0.003 -0.020 -0.8786
N -2.18453 1.11741 -0.15694 -0.145 0.039 -0.135 -0.6894
H -1.05109 0.03195 -1.54178 -0.059 -0.014 -0.019 0.2797
H -0.25813 1.44494 -0.92579 -0.122 0.263 -0.010 0.3459
H -0.30366 0.05260 1.39433 0.209 0.268 -0.061 0.2893
H -0.42782 -1.28103 0.31145 -0.024 -0.181 -0.124 0.2238
H 1.87898 0.60823 0.56210 -0.044 0.226 -0.057 0.1429
H 1.50890 -0.04353 -1.04507 0.081 -0.096 0.042 0.1285
H -2.64101 0.37964 0.36999 -0.016 0.074 0.021 0.2625
H -2.02208 1.87377 0.49673 0.009 -0.074 0.109 0.2595
```
Forces are in eV/Å.

Properties
Charge = -1
HOMO energy = -2.12 eV
Total energy = -6777.5699 eV
Energy relative to the best compared isomer or geometry (same formula, charge and spin) = 40.73 kJ/mol
SMILES string = NCCC[O-]



(4)
Computed, not measured: a structure of composition C3H8NO in a non-equilibrium geometry, with the ωB97M-V functional and the def2-TZVPD basis.

The geometry in XYZ format:
```
13
Properties=species:S:1:pos:R:3:forces:R:3:mulliken_charge:R:1
C 0.28658 0.00223 0.99931 2.663 -0.943 1.784 -0.6928
C -0.59040 0.01055 -0.16919 -1.450 -0.788 0.728 -0.0797
C -0.02095 0.07290 -1.46995 0.054 4.732 -4.022 0.0968
O -0.66798 0.31148 -2.57003 1.770 -1.048 2.579 -0.6589
N 0.09238 -0.23996 2.44788 -3.918 0.193 1.710 -0.7127
H 0.98335 -0.80252 1.32633 0.559 -0.310 -2.905 0.3026
H 0.86639 0.88197 0.94036 0.771 1.710 -0.496 0.2570
H -1.68779 0.30589 0.06068 1.632 -0.870 -1.123 0.2644
H -0.45222 -1.00214 -0.81774 -1.124 -1.711 1.377 -0.0263
H 1.15809 0.21393 -1.48697 -1.952 -1.178 0.183 0.2839
H 3.46132 -0.08720 2.02699 -0.173 -0.569 0.668 -0.0522
H -0.95375 -0.27817 2.61012 1.000 0.211 0.180 -0.0269
H 3.27044 -0.55796 2.60430 0.169 0.572 -0.663 0.0447
```
Forces are in eV/Å.

Properties
Charge = -1
HOMO energy = -1.16 eV
Total energy = -6772.1017 eV
Energy relative to the best compared isomer or geometry (same formula, charge and spin) = 568.33 kJ/mol



(5)
Computed, not measured: a cluster of 2 separate species, C3H8NO in total in a non-equilibrium geometry, with the ωB97M-V functional and the def2-TZVPD basis.

The geometry in XYZ format:
```
13
Properties=species:S:1:pos:R:3:forces:R:3:mulliken_spin:R:1
C -0.84833 -0.68727 0.14725 0.973 -0.327 -2.714 -0.0096
C -2.02242 -0.55959 -0.53049 -0.248 -0.772 -0.274 0.0820
C 0.54205 1.06221 0.43307 -3.051 1.879 4.526 0.8892
N -0.38674 0.08577 1.19885 1.917 -0.013 -0.789 -0.0409
H 0.11481 -1.16425 -0.28499 -2.338 -0.069 0.100 -0.0154
H -2.90751 0.09944 -0.15250 1.773 -1.366 -0.742 -0.0010
H -2.13069 -1.19455 -1.49736 -0.128 1.273 1.958 -0.0004
H 1.37821 1.45109 1.14576 -1.080 -0.808 -1.685 0.0096
H -0.21028 1.85366 0.06886 1.890 -1.014 -0.510 0.0341
H -1.16143 0.35545 1.77615 0.061 1.353 0.282 0.0257
H 3.15978 -0.47891 -1.31967 -0.614 0.165 0.492 -0.0036
H 1.95139 -0.03045 -0.32974 1.271 -1.032 -0.896 -0.0109
O 2.52116 -0.79260 -0.65519 -0.425 0.731 0.252 0.0413
```
Forces are in eV/Å.

Properties
Charge = 0
HOMO energy (spin up / spin down) = -8.67 / -8.67 eV
Total energy = -6773.5642 eV
Spin multiplicity = 2
Energy relative to the best compared isomer or geometry (same formula, charge and spin) = 241.46 kJ/mol



(6)
Computed, not measured: a cluster of 2 separate species, C3H8NO in total in a non-equilibrium geometry, with the ωB97M-V functional and the def2-TZVPD basis.

The geometry in XYZ format:
```
13
Properties=species:S:1:pos:R:3:forces:R:3:mulliken_charge:R:1
C 1.41798 1.98709 -0.10598 -2.774 -0.995 2.221 -0.1266
N 0.67657 1.47856 0.93425 2.583 4.690 -2.633 -0.2285
H 1.53307 3.07329 -0.47978 0.286 -1.535 1.814 0.2948
H 1.77732 1.23065 -0.77641 -0.114 -0.262 -0.545 0.2964
H 0.02709 0.64944 0.61942 0.926 0.681 0.327 0.4377
H 0.48185 2.23455 1.66239 -0.428 -1.712 -1.151 0.3101
C -0.44634 -2.45030 -0.18745 -1.455 -0.718 1.606 -0.5409
C -1.02709 -1.26850 0.06942 -0.438 -0.632 -1.115 -0.0884
O -0.77626 0.03198 -0.46488 -0.498 -0.297 -3.120 -0.6014
H -0.75047 -3.27428 0.59641 0.425 1.621 -1.950 0.2129
H 0.11449 -2.80296 -1.05612 0.429 0.660 0.545 0.2919
H -1.93911 -1.16093 0.62786 0.233 -0.382 1.058 0.3930
H -1.08911 0.27141 -1.43912 0.825 -1.119 2.941 0.3491
```
Forces are in eV/Å.

Properties
Charge = +1
HOMO energy = -13.96 eV
Total energy = -6767.9167 eV
Energy relative to the best compared isomer or geometry (same formula, charge and spin) = 313.86 kJ/mol



(7)
Computed, not measured: the ion C3H8NO with charge +1 in a non-equilibrium geometry, with the ωB97M-V functional and the def2-TZVPD basis.

The geometry in XYZ format:
```
13
Properties=species:S:1:pos:R:3:forces:R:3:mulliken_charge:R:1
C 2.18680 0.25574 0.37824 0.711 0.444 -3.152 -0.7241
C 1.15613 -0.22294 -0.28625 0.157 -1.616 -1.014 0.0096
C -1.20524 0.32813 -0.36727 -1.161 0.237 1.052 -0.2918
N -0.11502 -0.50778 0.31271 -2.202 -1.344 -1.592 -0.1950
O -2.34075 0.13996 0.40487 -1.755 0.476 0.420 -0.5225
H 3.01347 0.56192 -0.29962 -0.317 -0.562 0.825 0.2513
H 2.29961 0.50013 1.38504 -0.294 0.290 1.558 0.3213
H 1.07356 -0.61755 -1.30896 0.943 0.939 0.171 0.3754
H -0.81417 1.34161 -0.43871 -0.154 0.103 0.103 0.3445
H -1.43708 -0.10969 -1.31505 0.875 -0.220 -0.969 0.3713
H -0.54731 -1.45398 0.26413 0.975 -0.034 -0.947 0.3731
H -0.00861 -0.52979 1.27344 -0.337 1.570 3.093 0.3090
H -3.26139 0.31424 -0.00258 2.558 -0.282 0.452 0.3779
```
Forces are in eV/Å.

Properties
Charge = +1
HOMO energy = -15.70 eV
Total energy = -6769.5491 eV
Energy relative to the best compared isomer or geometry (same formula, charge and spin) = 156.36 kJ/mol
SMILES string = C=C[NH2+]CO



(8)
Computed, not measured: a cluster of 2 separate species, C3H8NO in total in a non-equilibrium geometry, with the ωB97M-V functional and the def2-TZVPD basis.

The geometry in XYZ format:
```
13
Properties=species:S:1:pos:R:3:forces:R:3:mulliken_charge:R:1
C 1.17488 -0.18178 0.24642 0.436 -2.157 -1.190 -0.1289
C 0.81956 -1.45783 0.70291 5.877 5.486 0.631 -0.5417
C 0.50284 1.52824 -1.42411 0.814 -1.320 3.013 -0.0498
N 0.22577 0.72006 -0.43238 -0.998 0.617 -0.661 0.0495
H 2.29255 0.10076 0.01049 -2.391 -0.342 1.285 0.2835
H 0.02477 -2.02242 0.52992 -3.829 -1.710 -0.390 0.3530
H 1.62592 -1.84431 1.37165 -0.659 -0.203 -1.044 0.2361
H -0.05029 2.39221 -1.75956 -0.761 -0.448 -0.071 0.2966
H 1.53313 1.43620 -1.66212 0.767 0.188 -1.004 0.2054
H -0.73583 0.71569 0.00847 0.747 -0.318 -0.561 0.3073
H -2.52275 0.00540 1.45816 -2.078 1.115 2.491 0.2913
H -2.76451 -0.98865 0.19943 1.304 1.787 1.873 0.3362
O -2.12604 -0.40358 0.75071 0.771 -2.695 -4.371 -0.6387
```
Forces are in eV/Å.

Properties
Charge = +1
HOMO energy = -14.49 eV
Total energy = -6769.0780 eV
Energy relative to the best compared isomer or geometry (same formula, charge and spin) = 201.81 kJ/mol



(9)
Computed, not measured: the ion C3H8NO with charge +1 in a non-equilibrium geometry, with the ωB97M-V functional and the def2-TZVPD basis.

The geometry in XYZ format:
```
13
Properties=species:S:1:pos:R:3:forces:R:3:mulliken_charge:R:1
C -0.92587 0.02937 -0.19069 -1.493 1.039 0.053 -0.6075
C 0.09060 1.03717 0.32580 1.670 0.610 1.381 -0.6046
C 1.42511 0.47899 1.03707 -3.506 -0.964 -1.525 0.1415
O 1.63285 -0.66552 0.69550 1.716 -0.013 0.828 -0.5739
N -0.36473 -1.20671 -0.80572 -0.269 -0.427 0.141 -0.2185
H -1.50280 0.51149 -0.95375 0.223 0.573 -1.019 0.3282
H -1.82998 -0.07258 0.45329 1.337 -1.149 0.476 0.3641
H -0.45328 1.73462 0.98423 0.380 -0.050 -0.406 0.3898
H 0.53422 1.57818 -0.51111 -0.259 0.392 -0.075 0.3039
H 2.02010 1.04098 1.76436 0.114 0.082 -0.166 0.3845
H -0.93326 -2.02759 -0.58648 0.198 0.025 -0.004 0.3493
H 0.59323 -1.29279 -0.38931 -0.037 -0.221 0.174 0.3609
H -0.28619 -1.14561 -1.82321 -0.074 0.103 0.143 0.3822
```
Forces are in eV/Å.

Properties
Charge = +1
HOMO energy = -14.81 eV
Total energy = -6770.6523 eV
Energy relative to the best compared isomer or geometry (same formula, charge and spin) = 49.91 kJ/mol
SMILES string = [NH3+]CCC=O